The molecule C27H31N3O5, computed with the ωB97M-V functional and the def2-TZVPD basis.

Results
SMILES string = CCCOc1ccc(/C(O)=C2\C(=O)C(=O)N(CCCN(C)C)[C@@]23C(=O)N(C)c2ccccc23)cc1
Energy above the lowest of the compared OMol25 structures with the same formula, charge and spin = 210.6 kJ/mol
Energy = -1587.953224 hartree
Total charge = 0
LUMO level = -0.1400 eV
HOMO level = -8.407 eV
Kohn-Sham gap = 8.3 eV

```
66
C27H31N3O5 the ωB97M-V functional and the def2-TZVPD basis
C -7.337 -1.302 -1.458
H -6.371 -1.534 -1.015
C -8.300 -0.755 -0.411
C -7.812 0.534 0.257
O -6.727 0.304 1.137
C -5.441 0.384 0.732
C -4.986 0.889 -0.485
C -3.631 0.945 -0.747
C -2.696 0.479 0.175
C -3.152 -0.019 1.397
C -4.498 -0.055 1.671
H -4.861 -0.432 2.613
H -2.444 -0.360 2.133
C -1.269 0.559 -0.138
C -0.388 -0.454 0.046
C -0.675 -1.836 0.397
O -1.718 -2.333 0.761
C 0.631 -2.593 0.167
O 0.816 -3.785 0.268
N 1.570 -1.680 -0.182
C 2.866 -2.092 -0.678
C 3.820 -2.549 0.430
H 3.248 -3.063 1.203
H 4.517 -3.274 0.010
C 4.593 -1.393 1.064
N 5.254 -0.546 0.080
C 5.793 0.642 0.708
H 4.996 1.173 1.225
H 6.590 0.414 1.433
H 6.204 1.295 -0.062
C 6.294 -1.247 -0.647
H 5.860 -2.061 -1.223
H 7.071 -1.656 0.018
H 6.766 -0.553 -1.342
H 5.319 -1.806 1.788
H 3.897 -0.756 1.615
H 2.693 -2.928 -1.362
H 3.315 -1.262 -1.224
C 1.084 -0.325 -0.275
C 1.753 0.677 0.629
C 1.837 0.723 2.002
C 2.459 1.821 2.588
C 2.967 2.844 1.805
C 2.879 2.808 0.419
C 2.266 1.712 -0.157
N 2.035 1.446 -1.498
C 1.335 0.290 -1.673
O 0.989 -0.169 -2.734
C 2.443 2.293 -2.584
H 3.529 2.405 -2.591
H 2.120 1.818 -3.509
H 1.978 3.277 -2.499
H 3.275 3.613 -0.180
H 3.442 3.690 2.280
H 2.542 1.877 3.662
H 1.429 -0.074 2.606
O -0.817 1.721 -0.668
H -1.555 2.336 -0.779
H -3.302 1.313 -1.710
H -5.671 1.233 -1.242
H -8.606 0.927 0.901
H -7.572 1.295 -0.492
H -9.266 -0.545 -0.874
H -8.451 -1.503 0.369
H -7.190 -0.585 -2.263
H -7.739 -2.216 -1.888
```



A structure of composition C17H14Cl5N2O6Ti, computed with the ωB97M-V functional and the def2-TZVPD basis.

Results
Energy above the lowest of the compared OMol25 structures with the same formula, charge and spin = 20.7 kJ/mol
Expectation value of S² = 0.752
Energy = -4367.801934 hartree
Total charge = 0
LUMO level (alpha / beta) = -0.2909 / -0.2494 eV
HOMO level (alpha / beta) = -8.359 / -8.836 eV
Spin multiplicity = 2
Kohn-Sham gap (alpha / beta) = 8.1 / 8.6 eV

```
45
C17H14Cl5N2O6Ti the ωB97M-V functional and the def2-TZVPD basis
Ti -0.413 -0.615 0.411
O -1.072 -0.420 -1.986
C -1.998 0.673 -1.975
C -3.094 0.280 -1.012
N -2.563 0.032 0.341
C -3.252 -1.104 0.973
C -2.647 -2.423 0.476
O -3.308 -3.429 0.399
O -1.367 -2.324 0.209
C -2.541 1.221 1.204
C -1.547 1.047 2.364
O -1.557 1.840 3.273
O -0.736 0.022 2.258
H -0.366 -0.246 -2.621
H -2.422 0.826 -2.970
H -1.499 1.593 -1.655
H -3.543 -0.647 -1.373
H -3.876 1.045 -0.990
H -4.330 -1.083 0.801
H -3.071 -1.063 2.049
H -3.526 1.448 1.622
H -2.211 2.082 0.620
Cl 3.827 4.337 -3.615
C 2.839 3.355 -2.608
C 2.898 1.969 -2.699
Cl 3.963 1.227 -3.826
C 2.096 1.180 -1.881
Cl 2.158 -0.545 -1.996
C 1.217 1.745 -0.944
O 0.457 1.029 -0.163
C 1.168 3.151 -0.878
Cl 0.081 3.846 0.260
C 1.963 3.943 -1.691
Cl 1.870 5.653 -1.574
C 3.205 -3.396 2.253
C 2.492 -3.832 1.147
C 1.576 -2.975 0.571
N 1.339 -1.750 1.052
C 2.027 -1.330 2.121
C 2.970 -2.122 2.747
H 3.926 -4.045 2.731
H 2.632 -4.823 0.740
H 0.969 -3.279 -0.272
H 1.772 -0.346 2.493
H 3.494 -1.747 3.615
```



A cluster of 2 separate species, C21H17ClNO in total, computed with the ωB97M-V functional and the def2-TZVPD basis.

Results
Energy above the lowest of the compared OMol25 structures with the same formula, charge and spin = 0.0 kJ/mol
Energy = -1400.386386 hartree
Total charge = +1
LUMO level = -5.3953 eV
HOMO level = -10.116 eV
Kohn-Sham gap = 4.7 eV

```
41
C21H17ClNO the ωB97M-V functional and the def2-TZVPD basis
Cl 3.230 -0.842 3.232
C 1.495 -0.842 3.232
C 0.803 -2.039 3.213
C -0.575 -2.043 3.174
C -1.289 -0.844 3.152
N -2.687 -0.845 3.092
C -0.576 0.357 3.179
C 0.801 0.354 3.218
H 1.360 -2.960 3.225
H -1.118 -2.972 3.162
H -3.217 -0.015 3.318
H -3.215 -1.677 3.315
H -1.121 1.284 3.173
H 1.357 1.274 3.232
C -5.620 7.074 5.781
C -4.396 6.441 5.644
C -4.230 5.442 4.711
C -5.297 5.051 3.887
C -5.221 4.012 2.878
O -6.387 3.775 2.177
C -6.393 2.804 1.193
C -5.236 2.046 0.895
C -5.304 1.069 -0.115
C -6.476 0.856 -0.806
C -7.607 1.606 -0.512
C -7.567 2.566 0.474
C -4.065 2.317 1.633
C -4.064 3.280 2.603
C -6.522 5.709 4.047
C -6.685 6.706 4.979
H -5.746 7.856 6.513
H -3.572 6.736 6.274
H -3.275 4.957 4.613
H -4.425 0.489 -0.340
H -6.519 0.105 -1.579
H -8.521 1.438 -1.056
H -8.433 3.156 0.716
H -3.172 1.760 1.414
H -3.165 3.484 3.155
H -7.340 5.410 3.414
H -7.638 7.198 5.084
```



A cluster of 2 separate species, C5H14N2O in total, computed with the ωB97M-V functional and the def2-TZVPD basis.

Results
SMILES string = CCCC/N=C\N.O
Energy above the lowest of the compared OMol25 structures with the same formula, charge and spin = 184.8 kJ/mol
Energy = -383.630332 hartree
Total charge = 0
LUMO level = 0.7578 eV
HOMO level = -8.798 eV
Kohn-Sham gap = 9.6 eV

```
22
C5H14N2O the ωB97M-V functional and the def2-TZVPD basis
C -1.990 0.047 -0.986
C -2.067 -0.350 0.497
C -0.756 -0.312 1.239
C 0.219 -1.450 0.935
N 2.595 0.058 0.371
C 1.889 -0.668 -0.572
N 0.914 -1.451 -0.355
H -1.032 -0.247 -1.429
H -2.807 -0.239 -1.643
H -1.918 1.140 -1.048
H -2.802 0.312 0.949
H -2.381 -1.398 0.528
H -0.819 -0.313 2.328
H -0.150 0.578 0.976
H -0.314 -2.408 0.888
H 0.997 -1.506 1.716
H 2.625 -0.176 1.351
H 3.449 0.447 0.018
H 2.199 -0.585 -1.606
H 0.923 2.279 -0.827
H 0.490 3.581 -1.631
O 0.738 2.661 -1.699
```



A structure of composition C26H29N6Sn, computed with the ωB97M-V functional and the def2-TZVPD basis.

Results
Energy = -1550.029212 hartree
Total charge = +3
LUMO level = -11.1138 eV
HOMO level = -16.443 eV
Kohn-Sham gap = 5.3 eV

```
62
C26H29N6Sn the ωB97M-V functional and the def2-TZVPD basis
Sn -1.035 1.367 0.686
N 3.507 1.814 0.973
C 2.290 1.328 0.888
N 1.235 2.023 0.505
C 1.400 3.379 0.207
N 0.388 4.118 -0.114
N -0.796 3.418 -0.141
C -1.827 4.053 -0.568
C -3.083 3.321 -0.741
C -4.239 3.937 -1.174
C -5.370 3.148 -1.389
C -5.289 1.784 -1.181
C -4.092 1.244 -0.722
N -3.016 1.993 -0.499
C 2.730 3.962 0.268
C 2.980 5.300 -0.053
C 4.269 5.787 0.007
C 5.324 4.955 0.393
C 5.097 3.633 0.725
C 3.798 3.152 0.655
H 4.256 1.220 1.303
H 2.162 0.285 1.155
H -1.747 5.099 -0.848
H -4.262 5.006 -1.337
H -6.296 3.602 -1.715
H -6.136 1.138 -1.364
H -3.999 0.181 -0.533
H 2.156 5.937 -0.341
H 4.467 6.820 -0.241
H 6.330 5.349 0.438
H 5.911 2.991 1.037
C 1.301 -6.259 -0.755
C 1.031 -4.784 -0.827
C 1.723 -3.966 -1.743
C 1.536 -2.569 -1.898
C 2.327 -1.824 -2.930
C 0.616 -1.984 -1.083
C -0.132 -2.739 -0.086
C 0.104 -4.177 -0.024
N -0.941 -2.046 0.650
C -1.826 -2.602 1.692
C -1.089 -3.400 2.780
C -2.902 -3.450 0.979
C -2.515 -1.418 2.370
H 2.206 -6.526 -1.294
H 0.473 -6.818 -1.194
H 1.406 -6.583 0.280
H 2.447 -4.447 -2.396
H 2.043 -2.146 -3.933
H 3.392 -2.025 -2.820
H 2.163 -0.750 -2.860
H 0.403 -0.925 -1.172
H -0.473 -4.783 0.654
H -0.767 -4.390 2.475
H -1.775 -3.534 3.616
H -0.224 -2.848 3.151
H -2.516 -4.408 0.639
H -3.315 -2.922 0.119
H -3.711 -3.637 1.684
H -1.797 -0.788 2.898
H -3.230 -1.782 3.106
H -3.068 -0.814 1.646
```



A cluster of 8 separate species, C44H74BClF3O17P in total, computed with the ωB97M-V functional and the def2-TZVPD basis.

Results
SMILES string = CCCCOP(CCCOC)(CCC(F)=C(F)F)(C[C@H](C)Cl)B(C)O.O=C1CCCO1.O=C1CCCO1.O=C1CCCO1.O=C1CCCO1.O=C1CCCO1.O=C1CCCO1.O=C1CCCO1
Energy = -4126.056505 hartree
Total charge = 0
LUMO level = 0.1598 eV
HOMO level = -8.521 eV
Kohn-Sham gap = 8.7 eV

```
141
C44H74BClF3O17P the ωB97M-V functional and the def2-TZVPD basis
C 3.125 1.793 -1.576
C 2.489 2.335 -2.875
C 1.493 1.338 -3.509
C 0.236 2.009 -4.130
O -0.994 1.832 -3.473
P -1.770 0.276 -3.165
C -3.363 1.119 -3.549
C -3.704 2.251 -2.552
C -5.206 2.565 -2.533
O -5.573 3.222 -1.330
C -6.274 2.421 -0.407
C -1.069 0.242 -1.452
C -0.691 1.610 -0.837
C -0.682 1.627 0.660
F -1.919 1.661 1.221
C 0.374 1.687 1.476
F 1.389 0.880 1.401
F 0.509 2.548 2.444
C -2.615 -1.491 -2.910
C -3.379 -1.910 -1.659
C -4.128 -3.245 -1.843
Cl -4.537 -0.679 -1.042
B -0.937 -0.564 -4.721
C -1.482 -0.369 -6.172
O 0.156 -1.378 -4.570
H 2.430 1.135 -1.044
H 3.394 2.601 -0.889
H 4.024 1.206 -1.778
H 1.986 3.275 -2.641
H 3.305 2.492 -3.583
H 1.234 0.536 -2.817
H 2.004 0.843 -4.344
H 0.441 3.088 -4.070
H 0.192 1.839 -5.217
H -3.192 1.582 -4.525
H -4.186 0.408 -3.584
H -3.465 1.924 -1.535
H -3.134 3.149 -2.795
H -5.456 3.246 -3.353
H -5.772 1.632 -2.657
H -5.595 1.819 0.215
H -7.001 1.764 -0.900
H -6.831 3.088 0.260
H -0.182 -0.405 -1.458
H -1.764 -0.227 -0.754
H 0.298 1.933 -1.151
H -1.450 2.355 -1.080
H -3.258 -1.661 -3.788
H -1.824 -2.254 -3.000
H -2.665 -2.075 -0.849
H -5.168 -3.084 -2.125
H -3.615 -3.823 -2.617
H -4.075 -3.837 -0.927
H -2.091 0.534 -6.264
H -0.661 -0.304 -6.895
H -2.113 -1.224 -6.444
H 0.341 -1.579 -3.642
O 1.623 -1.934 -8.384
C 2.174 -2.731 -7.679
O 3.476 -3.068 -7.849
C 3.855 -4.104 -6.917
C 2.842 -4.004 -5.790
C 1.595 -3.514 -6.520
H 3.809 -5.065 -7.435
H 4.877 -3.928 -6.595
H 2.705 -4.936 -5.250
H 3.152 -3.245 -5.076
H 0.996 -4.336 -6.919
H 0.986 -2.881 -5.885
O -5.091 6.858 3.057
C -4.719 5.722 3.019
O -3.869 5.270 2.070
C -3.662 3.855 2.210
C -4.021 3.535 3.657
C -5.099 4.579 3.948
H -4.315 3.341 1.501
H -2.633 3.630 1.962
H -4.342 2.506 3.804
H -3.151 3.714 4.292
H -6.096 4.233 3.671
H -5.108 4.919 4.980
O -2.835 -1.495 6.080
C -1.966 -0.705 5.868
O -0.651 -1.014 6.024
C 0.175 0.142 5.786
C -0.688 1.062 4.936
C -2.092 0.744 5.435
H 0.437 0.587 6.748
H 1.087 -0.181 5.290
H -0.417 2.111 5.029
H -0.608 0.785 3.884
H -2.376 1.345 6.301
H -2.827 0.853 4.643
O 4.991 -4.676 -3.871
C 5.051 -3.861 -2.997
O 4.118 -2.886 -2.865
C 4.478 -1.986 -1.803
C 5.411 -2.787 -0.909
C 6.104 -3.706 -1.916
H 4.963 -1.111 -2.242
H 3.569 -1.668 -1.297
H 6.090 -2.163 -0.332
H 4.817 -3.382 -0.217
H 6.992 -3.250 -2.358
H 6.362 -4.678 -1.506
O -0.917 7.166 -0.651
C -0.852 7.815 0.350
O 0.043 8.826 0.500
C -0.022 9.358 1.832
C -1.406 8.981 2.348
C -1.662 7.661 1.624
H 0.778 8.902 2.422
H 0.145 10.431 1.784
H -1.454 8.915 3.433
H -2.137 9.722 2.023
H -1.268 6.804 2.175
H -2.710 7.493 1.400
O 3.036 -4.053 1.388
C 2.034 -3.892 2.023
O 0.841 -3.648 1.430
C -0.170 -3.397 2.424
C 0.356 -4.045 3.697
C 1.866 -3.884 3.529
H -0.289 -2.316 2.528
H -1.109 -3.821 2.076
H -0.047 -3.594 4.600
H 0.097 -5.105 3.705
H 2.227 -2.930 3.917
H 2.431 -4.693 3.982
O 4.301 -3.790 6.278
C 4.755 -4.897 6.253
O 5.655 -5.303 5.331
C 5.932 -6.706 5.485
C 5.559 -7.031 6.927
C 4.414 -6.050 7.180
H 5.324 -7.256 4.765
H 6.982 -6.875 5.261
H 5.297 -8.076 7.074
H 6.396 -6.796 7.587
H 3.448 -6.459 6.878
H 4.359 -5.706 8.208
```



A cluster of 3 separate species, C2H5N2O3 in total, computed with the ωB97M-V functional and the def2-TZVPD basis.

Results
Energy above the lowest of the compared OMol25 structures with the same formula, charge and spin = 921.8 kJ/mol
Energy = -413.861043 hartree
Total charge = +1
LUMO level (alpha / beta) = -5.5083 / -6.2125 eV
HOMO level (alpha / beta) = -13.440 / -12.024 eV
Kohn-Sham gap (alpha / beta) = 7.9 / 5.8 eV

```
12
C2H5N2O3 the ωB97M-V functional and the def2-TZVPD basis
C -1.614 -0.791 1.138
C 1.538 0.891 -1.710
N -0.641 -1.976 3.661
N -0.676 0.639 -0.933
O -0.452 -1.290 4.524
O -0.676 -0.522 0.513
O 0.444 1.279 -0.899
H -2.679 -0.606 1.124
H 1.210 0.370 -2.614
H 2.207 0.244 -1.133
H 2.073 1.806 -1.965
H -0.732 -0.043 -1.705
```



A cluster of 2 separate species, C2H4N4 in total, computed with the ωB97M-V functional and the def2-TZVPD basis.

Results
Energy above the lowest of the compared OMol25 structures with the same formula, charge and spin = 572.4 kJ/mol
Energy = -297.426298 hartree
Total charge = 0
LUMO level (alpha / beta) = -0.2567 / -3.6206 eV
HOMO level (alpha / beta) = -10.387 / -10.028 eV
Kohn-Sham gap (alpha / beta) = 10.1 / 6.4 eV

```
10
C2H4N4 the ωB97M-V functional and the def2-TZVPD basis
C -1.080 -1.504 0.545
C -1.129 0.651 0.424
N -1.866 -0.386 0.729
N 0.085 -1.088 0.099
N 0.088 0.258 0.030
N 2.320 0.610 -1.175
H -1.493 -2.500 0.694
H -1.641 1.674 0.652
H 2.554 0.898 -0.215
H 2.161 1.385 -1.783
```



A structure of composition C16H26N8RuS3, computed with the ωB97M-V functional and the def2-TZVPD basis.

Results
Energy above the lowest of the compared OMol25 structures with the same formula, charge and spin = 9.3 kJ/mol
Energy = -2352.281168 hartree
Total charge = +2
LUMO level = -7.2175 eV
HOMO level = -13.588 eV
Kohn-Sham gap = 6.4 eV

```
54
C16H26N8RuS3 the ωB97M-V functional and the def2-TZVPD basis
Ru -0.968 0.108 -1.788
S -0.232 2.018 -0.763
C -1.880 2.197 -0.097
S -2.833 0.918 -0.705
C -2.254 3.205 0.732
C -1.312 4.196 1.143
N -0.524 4.962 1.480
C -3.595 3.266 1.215
N -4.679 3.259 1.597
N -1.928 -1.524 -2.761
C -1.274 -1.887 -4.046
C -1.470 -0.778 -5.069
C -0.831 0.556 -4.715
N -1.507 1.194 -3.552
H -1.926 -2.314 -2.122
H -2.908 -1.317 -2.942
H -1.694 -2.816 -4.435
H -0.214 -2.058 -3.846
H -2.543 -0.629 -5.237
H -1.059 -1.114 -6.021
H -0.876 1.219 -5.580
H 0.225 0.429 -4.458
H -2.509 1.249 -3.724
H -1.193 2.157 -3.479
S 0.887 1.403 1.031
C 1.592 2.924 1.549
N 1.502 3.350 2.788
C 2.137 4.668 2.960
C 2.702 4.948 1.549
N 2.279 3.754 0.798
H 0.923 2.907 3.482
H 2.909 4.622 3.725
H 1.383 5.397 3.247
H 3.787 5.029 1.543
H 2.273 5.843 1.105
H 2.538 3.559 -0.155
N -0.298 -1.136 -0.331
C 0.160 -1.769 0.529
N 0.657 -2.464 1.499
C -0.161 -2.782 2.704
C 0.363 -4.073 3.324
C 0.673 -5.086 2.226
C 1.858 -4.611 1.363
C 1.996 -3.089 1.402
H -1.194 -2.905 2.379
H -0.114 -1.944 3.401
H -0.392 -4.449 4.014
H 1.260 -3.874 3.913
H -0.216 -5.216 1.603
H 0.896 -6.058 2.660
H 1.733 -4.949 0.334
H 2.793 -5.037 1.728
H 2.500 -2.695 0.522
H 2.557 -2.766 2.279
```



The molecule C13H22Cl3NO2, computed with the ωB97M-V functional and the def2-TZVPD basis.

Results
SMILES string = CCOC[C@]1([C@H](Cl)CC)C[C@H](/C(Cl)=C(\C)Cl)[C@H](N)O1
Energy = -2094.226699 hartree
Total charge = 0
LUMO level = 0.5731 eV
HOMO level = -9.137 eV
Kohn-Sham gap = 9.7 eV

```
41
C13H22Cl3NO2 the ωB97M-V functional and the def2-TZVPD basis
C 0.840 4.359 -0.274
C -0.325 3.542 0.471
O -0.771 2.393 -0.253
C -0.100 1.198 0.213
C -0.862 -0.133 -0.297
C -2.385 0.140 0.050
Cl -2.619 0.820 1.762
C -3.309 -1.186 -0.002
C -3.327 -1.984 1.401
C -0.254 -1.520 0.258
C 0.832 -1.884 -0.844
C 2.257 -2.404 -0.435
Cl 2.901 -3.801 -1.435
C 3.084 -1.907 0.560
C 2.648 -0.684 1.450
Cl 4.737 -2.607 0.911
C 0.704 -0.848 -2.083
N 1.909 -0.134 -2.503
O -0.476 -0.115 -1.703
H 0.791 4.132 -1.383
H 1.856 4.066 0.155
H 0.739 5.468 -0.050
H 0.093 3.294 1.505
H -1.182 4.267 0.670
H 0.928 1.225 -0.289
H 0.079 1.189 1.328
H -2.874 0.901 -0.632
H -3.023 -1.865 -0.860
H -4.375 -0.800 -0.117
H -4.103 -1.545 2.107
H -3.560 -3.080 1.218
H -2.337 -1.948 1.938
H -0.935 -2.425 0.233
H 0.032 -1.474 1.347
H 0.381 -2.814 -1.326
H 1.886 -1.042 2.210
H 3.555 -0.368 2.063
H 2.323 0.225 0.873
H 0.378 -1.517 -2.945
H 1.693 0.250 -3.432
H 2.172 0.618 -1.862
```



What is the formula in the sixth record? C44H74BClF3O17P



total charge of number 5 (C26H29N6Sn)? +3



Number 2 is which compound? C17H14Cl5N2O6Ti